# 1
Computed, not measured: one molecule with the formula BrH3Si, with ωB97M-V with the def2-TZVPD basis set.

XYZ file:
```
5
Properties=species:S:1:pos:R:3:forces:R:3:nbo_charge:R:1
Si -0.2508 -0.0099 0.0044 -3.7 -0.4 -0.4 0.926
Br -3.0238 0.0032 -0.1628 2.6 -0.2 -0.1 -0.507
H 0.3645 0.3857 -1.1851 0.5 1.1 -1.4 -0.198
H -0.4686 1.0928 0.9335 0.7 -0.4 0.7 -0.100
H 0.0868 -1.4327 -0.1381 -0.1 -0.2 1.3 -0.121
```
Forces are in eV/Å.

## Properties
Kohn-Sham gap, eV: 8.7979
SMILES: [SiH3]Br
LUMO energy, eV: -0.90
Spin multiplicity: 1
Strongest force on any atom, eV Å⁻¹: 3.7

***

# 2
Computed, not measured: a 24-piece molecular cluster, BrH46O23 overall, with ωB97M-V with the def2-TZVPD basis set.

XYZ file:
```
70
Properties=species:S:1:pos:R:3:forces:R:3:nbo_charge:R:1
Br 0.1237 0.6640 0.2741 -0.3 0.0 -0.2 -0.941
O -0.0803 -4.0377 -1.5863 -0.5 -0.1 -0.2 -0.959
H -0.8210 -3.4905 -1.8474 -0.4 0.3 -0.2 0.501
H -0.3848 -4.9348 -1.7227 0.0 -0.3 0.1 0.488
O -0.3149 5.6654 -2.2272 -0.6 0.5 0.2 -0.964
H 0.3166 6.3797 -2.3126 0.1 0.2 0.0 0.458
H 0.2119 4.8695 -2.2992 0.3 -0.5 -0.1 0.489
O 3.0933 0.9032 -3.3076 -0.3 0.7 -0.1 -0.943
H 2.3767 0.6547 -3.8915 -0.1 -0.3 -0.2 0.468
H 3.8335 1.0666 -3.8920 0.4 0.1 -0.1 0.487
O -2.9654 2.0197 1.4001 -0.3 -0.2 0.0 -0.973
H -3.7439 1.4752 1.2834 -0.4 -0.1 -0.2 0.485
H -2.3108 1.6299 0.8206 0.7 -0.4 -0.3 0.504
O -1.9207 -2.5747 -3.7026 -0.5 -0.5 0.1 -0.980
H -1.4225 -1.8014 -3.4379 0.5 0.5 0.2 0.498
H -2.0821 -2.4477 -4.6375 0.0 -0.1 -0.2 0.471
O -1.5315 2.3446 -3.0547 0.0 -0.1 -0.5 -0.955
H -0.8540 2.2145 -2.3912 0.2 0.0 0.4 0.479
H -2.3287 2.5160 -2.5533 -0.2 0.2 0.2 0.476
O -3.5968 1.9276 4.0347 -0.2 -0.1 0.6 -0.948
H -4.5202 1.6757 4.0221 -0.2 0.0 0.1 0.453
H -3.2974 1.7867 3.1365 0.4 0.1 -0.2 0.476
O 1.7501 -1.2922 5.4624 0.6 -0.3 0.5 -0.969
H 1.4867 -2.2091 5.5416 -0.1 -0.2 0.0 0.458
H 1.0969 -0.9044 4.8801 -0.4 0.4 -0.3 0.495
O -1.0566 4.0035 0.3620 -0.3 0.2 0.0 -0.973
H -0.2732 4.4338 0.0195 0.2 0.3 -0.2 0.486
H -0.8120 3.0809 0.4332 0.4 -0.5 -0.1 0.475
O -2.8769 -3.9844 1.1315 0.1 -0.6 0.3 -0.957
H -3.0671 -3.1233 0.7593 0.1 0.5 -0.1 0.487
H -3.3176 -4.6012 0.5471 -0.1 -0.2 -0.1 0.455
O 5.5710 1.0443 0.3330 0.5 0.6 -0.3 -0.972
H 4.8453 0.5922 0.7634 -0.6 -0.5 0.3 0.501
H 6.1542 0.3421 0.0450 0.0 -0.2 -0.1 0.458
O -0.3556 -0.1463 4.0577 0.1 -0.6 -0.1 -0.976
H -0.5625 0.6510 3.5702 -0.1 0.7 0.0 0.499
H -1.2039 -0.4679 4.3630 -0.2 -0.1 0.2 0.479
O 3.5181 -0.5387 1.6406 0.3 0.2 0.3 -0.960
H 2.6127 -0.2972 1.4450 -0.4 0.2 -0.1 0.485
H 3.5301 -1.4939 1.5800 0.1 -0.3 -0.2 0.485
O 1.5069 3.7762 -2.9143 0.1 0.0 0.0 -0.958
H 1.8582 2.8950 -2.7873 0.4 -0.4 0.3 0.497
H 1.3620 3.8431 -3.8581 -0.1 0.1 -0.3 0.476
O 3.1401 -1.0575 -1.4379 0.0 -0.4 -0.1 -0.952
H 2.3538 -1.0207 -0.8933 -0.1 -0.2 0.4 0.465
H 3.2217 -0.1758 -1.8016 0.1 0.3 -0.1 0.476
O -0.0443 -0.6262 -2.9114 0.0 -0.2 -0.5 -0.973
H 0.4111 -0.4155 -2.0963 0.1 0.1 0.8 0.508
H 0.2233 0.0619 -3.5206 -0.3 0.2 -0.2 0.468
O -3.6829 4.6899 1.1517 -0.8 0.6 0.1 -0.976
H -2.9678 4.9914 0.5914 0.3 -0.1 -0.1 0.484
H -3.3689 3.8630 1.5176 0.2 -0.1 -0.1 0.480
O 1.5354 -3.1207 -3.7498 0.4 -0.1 -0.8 -0.964
H 0.8036 -3.4567 -3.2323 -0.1 -0.1 0.3 0.478
H 1.5536 -2.1829 -3.5591 0.0 0.1 0.3 0.471
O -0.5468 2.6409 3.0916 0.0 -0.2 0.6 -0.944
H -1.2450 2.8310 2.4651 -0.2 0.3 -0.1 0.477
H 0.1205 2.1870 2.5770 0.4 0.0 -0.4 0.475
O 2.0188 -3.7503 -0.0476 1.0 0.0 0.3 -0.983
H 1.3986 -3.8538 -0.7692 0.0 0.1 -0.1 0.481
H 1.5110 -3.3310 0.6471 -0.2 0.0 0.2 0.472
O -0.0212 -2.5476 1.5813 -0.3 0.8 -0.6 -0.962
H -0.5436 -2.8826 0.8526 -0.3 -0.5 -0.2 0.500
H -0.2744 -1.6274 1.6551 0.1 0.6 0.2 0.506
O -2.8031 -1.5410 -0.0579 -0.4 0.0 0.0 -0.975
H -3.4713 -1.2370 -0.6722 -0.2 0.0 -0.3 0.479
H -2.1281 -0.8628 -0.0825 0.7 0.4 0.1 0.503
O 0.8851 -4.2254 3.1275 0.6 -1.1 1.1 -0.976
H 1.7774 -4.0290 3.4129 0.3 -0.1 0.1 0.451
H 0.5963 -3.4310 2.6784 -0.4 0.3 -0.2 0.482
```
Forces are in eV/Å.

## Properties
Kohn-Sham gap, eV: 9.1414
LUMO energy, eV: 1.44
Charge: -1
Spin multiplicity: 1
Strongest force on any atom, eV Å⁻¹: 1.6

***

# 3
Computed, not measured: BrH4O3V as an isolated structure, with ωB97M-V with the def2-TZVPD basis set.

XYZ file:
```
9
Properties=species:S:1:pos:R:3:forces:R:3:nbo_charge:R:1
O 3.1993 -5.1950 -15.8415 1.6 0.1 1.6 -0.322
V 4.4763 -5.3492 -14.9924 -0.5 -1.9 -3.4 1.660
Br 5.6977 -7.0927 -16.6339 -1.3 1.7 2.0 -0.341
O 7.9968 -8.1314 -19.3352 -0.2 -0.1 -0.1 -0.909
H 7.3494 -7.8314 -18.6971 -0.2 0.0 0.0 0.441
H 8.7526 -7.5607 -19.1966 0.4 0.0 0.0 0.470
O 9.1595 -6.3836 -16.8137 0.1 0.1 0.2 -0.921
H 8.4378 -6.9991 -16.6855 0.0 -0.3 0.1 0.459
H 8.9530 -5.9394 -17.6360 0.0 0.3 -0.2 0.463
```
Forces are in eV/Å.

## Properties
Kohn-Sham gap (alpha / beta), eV: 4.7025 / 5.9013
LUMO energy (alpha / beta), eV: -9.44 / -8.25
Charge: +1
Spin multiplicity: 2
Strongest force on any atom, eV Å⁻¹: 4.0
Expectation value of S²: 0.9163